1.
The following is a DFT calculation (the ωB97M-V functional and the def2-TZVPD basis) of an isolated molecule of C11H16OS2.

HOMO	-8.422	eV
molar mass	228.382	g/mol
HOMO-LUMO gap	8.8	eV

CARTESIAN COORDINATES (ANGSTROEM)
C  1.56220  -0.34052  0.27845
C  0.58998  0.57235  0.59819
C  0.12398  -2.14333  -0.64418
C  1.31458  -1.74334  -0.16165
C  -2.71973  3.55254  2.02322
C  -0.93544  0.33699  0.44820
C  -1.20461  -0.43373  -0.78236
C  3.31676  -2.32607  -1.57696
C  2.53526  -2.78144  -0.37115
C  -1.53714  2.53206  1.84342
C  -1.67994  1.72137  0.50971
O  -2.79204  4.46479  2.80918
S  -0.75121  0.39095  -2.32051
S  -2.82054  -1.29731  -0.90310
H  2.53984  0.17578  0.44997
H  1.09553  1.45150  1.01019
H  -0.36384  -2.88296  -1.23299
H  -3.51872  3.15931  1.29227
H  -1.08373  -0.34823  1.27400
H  4.20398  -2.96704  -1.60289
H  3.50695  -1.27100  -1.49167
H  2.77062  -2.38399  -2.54651
H  3.13375  -2.67077  0.53539
H  2.01090  -3.63881  -0.29432
H  -1.65593  1.99198  2.83419
H  -0.56920  2.90780  1.78907
H  -1.22834  2.09978  -0.33426
H  -2.72694  1.54889  0.25792
H  0.52589  0.65202  -2.08898
H  -3.64286  -0.32957  -1.60184

=====

2.
The following is a DFT calculation (the ωB97M-V functional and the def2-TZVPD basis) of a cluster of 2 separate species, C11H16OSi in total.

multiplicity	3
HOMO (alpha / beta)	-6.277 / -9.321	eV
energy relative to the best compared isomer or geometry (same formula, charge and spin)	0.879	eV
molar mass	192.334	g/mol
HOMO-LUMO gap (alpha / beta)	7.2 / 8.7	eV
expectation value of S²	2.04

CARTESIAN COORDINATES (ANGSTROEM)
C  -3.76417  -1.47148  0.56689
C  -2.80364  -2.10432  -0.27042
C  -3.68136  -0.14636  0.97728
C  -1.81358  -1.47070  -1.00902
C  -2.63023  0.42222  0.32915
C  -1.72861  -0.16721  -0.60674
C  -1.90006  1.76033  0.18242
C  -1.03779  0.96207  -0.87913
C  2.96759  -1.05707  -1.36219
C  2.60815  -0.69892  1.79875
C  3.50146  1.81970  -0.01829
O  -2.57323  2.93884  -0.14825
Si  2.55057  0.13264  0.05557
H  -4.58593  -1.95714  1.10874
H  -3.00588  -3.23230  -0.41603
H  -4.32437  0.26100  1.62062
H  -1.19319  -1.93143  -1.63728
H  -1.19030  2.12813  1.08957
H  -0.23109  1.39961  -1.56426
H  2.11348  -1.56696  -1.80786
H  3.36897  -0.60882  -2.19400
H  3.61023  -1.79832  -1.08144
H  3.15283  -1.57622  1.75435
H  2.96433  -0.02882  2.44406
H  1.57427  -0.91499  2.19862
H  3.05353  2.41132  -0.83887
H  3.45871  2.29950  0.90709
H  4.52925  1.55599  -0.19662
H  -2.98994  2.63974  -1.00271

=====

3.
The following is a DFT calculation (the ωB97M-V functional and the def2-TZVPD basis) of an isolated molecule of C11H16Si.

SMILES string	C=C[Si](C)(C)Cc1ccccc1
HOMO	-8.474	eV
energy relative to the best compared isomer or geometry (same formula, charge and spin)	1.043	eV
molar mass	176.335	g/mol
HOMO-LUMO gap	9.4	eV

CARTESIAN COORDINATES (ANGSTROEM)
C  0.73972  1.07263  -1.86373
C  1.34656  0.13539  -1.15271
C  -0.78357  3.16856  1.31965
C  0.02437  2.33724  2.06931
C  -1.76257  2.54137  0.55366
C  0.17283  0.98025  1.89666
C  -1.81072  1.19960  0.37988
C  -0.78049  0.40307  0.96540
C  -0.34643  -2.37974  -1.96854
C  1.87407  -2.58326  0.19429
C  -0.76682  -1.07328  0.70901
Si  0.57941  -1.45153  -0.53129
H  1.28697  1.93883  -2.26222
H  -0.32969  1.00505  -2.12612
H  2.29782  0.34352  -0.77229
H  -0.64052  4.23402  1.44065
H  0.66253  2.98808  2.65345
H  -2.43289  3.20327  -0.02042
H  0.93354  0.31044  2.27485
H  -2.60698  0.81183  -0.20292
H  0.25047  -3.21412  -2.36665
H  -1.26156  -2.81026  -1.50766
H  -0.67821  -1.67226  -2.75644
H  1.44192  -3.54782  0.41678
H  2.77171  -2.83523  -0.35894
H  2.20361  -2.10623  1.11754
H  -1.69093  -1.35896  0.27928
H  -0.69415  -1.64045  1.61950

=====

4.
The following is a DFT calculation (the ωB97M-V functional and the def2-TZVPD basis) of a structure of composition C11H17AsMoN5OS5.

HOMO (alpha / beta)	-4.224 / -4.294	eV
net charge	-1
energy relative to the best compared isomer or geometry (same formula, charge and spin)	0.000	eV
molar mass	566.488	g/mol
HOMO-LUMO gap (alpha / beta)	6.3 / 6.5	eV

CARTESIAN COORDINATES (ANGSTROEM)
Mo  0.89254  0.12061  -0.20675
N  3.25066  1.30066  3.54434
C  2.36487  1.15852  2.49746
S  2.93459  0.30504  1.09410
N  1.19742  1.68110  2.62486
N  0.37186  1.44929  1.51944
C  -0.72063  2.12079  1.60919
C  -1.85916  2.01612  0.73092
C  -2.81341  3.03792  0.71568
C  -3.95635  2.93173  -0.04739
C  -4.16655  1.76374  -0.78372
C  -3.25393  0.73071  -0.75728
C  -2.07091  0.83826  -0.00934
O  -1.20981  -0.15267  0.03432
H  4.22011  1.21304  3.28756
H  3.04295  2.07620  4.15486
H  -0.79324  2.79713  2.45829
H  -2.63244  3.92835  1.30784
H  -4.67755  3.73728  -0.07514
H  -5.05895  1.66639  -1.39051
H  -3.41382  -0.17086  -1.33497
S  3.20613  2.40605  -4.11989
As  1.88234  1.03823  -3.28756
S  2.77559  -0.29534  -1.72157
S  0.56471  1.88773  -1.66267
S  0.65211  -0.12834  -4.56377
N  0.64588  -1.73486  1.16595
C  1.25880  -3.01206  0.77179
C  0.54243  -3.61469  -0.42536
C  0.70869  -2.82986  -1.71592
N  0.14512  -1.47804  -1.62846
H  1.02457  -1.42174  2.05352
H  -0.36260  -1.82118  1.27220
H  1.23897  -3.72438  1.60364
H  2.30350  -2.80918  0.52602
H  -0.52315  -3.72780  -0.18659
H  0.93029  -4.62382  -0.58472
H  0.23100  -3.36851  -2.53977
H  1.76456  -2.72226  -1.96435
H  -0.84392  -1.51769  -1.39199
H  0.20673  -1.05158  -2.57426